Entry 1:
This record from the OMol25 dataset describes a cluster of 3 separate species, C27H26BrF17NO6P in total. The level of theory is wB97M-V/def2-TZVPD.

```
79
Properties=species:S:1:pos:R:3:mulliken_charge:R:1
C -0.316 0.033 3.732 -1.2362
C -0.529 1.465 3.104 -0.1686
N -0.905 1.457 1.675 0.2666
C 0.222 1.589 0.788 -0.4916
C 1.324 2.547 0.952 -0.4767
C 2.447 2.714 0.048 -0.1972
C 2.484 1.855 -1.174 0.2842
C 1.418 0.848 -1.397 0.6344
C 1.530 -0.011 -2.689 -0.6325
C 0.832 0.744 -3.911 -0.5953
F 0.338 -0.220 -4.819 -0.3411
C 0.285 0.711 -0.433 0.3616
P -1.095 -0.550 -0.694 0.2164
C -1.998 -0.205 -2.319 -0.9998
O -0.294 -2.041 -0.804 -0.3300
C 3.666 2.095 -2.131 0.1749
O 3.675 1.888 -3.327 -0.5559
C 4.980 2.708 -1.526 -0.8316
C 4.967 3.482 -0.402 0.6019
C 6.343 4.009 0.112 -0.6969
C 6.291 5.446 0.748 0.3354
O 5.799 6.355 0.179 -0.4133
Br 7.081 5.619 2.563 -0.1967
C 3.603 3.744 0.300 0.3936
O 3.407 4.674 1.047 -0.5719
H -0.656 0.107 4.810 0.3818
H 0.751 -0.301 3.771 0.3120
H -0.974 -0.760 3.276 0.2759
H 0.362 2.096 3.359 0.2008
H -1.401 1.927 3.658 0.2971
H -1.664 2.109 1.466 0.0738
H 1.289 3.211 1.857 0.4862
H 1.033 -1.013 -2.628 0.0442
H 2.586 -0.197 -3.022 0.4749
H 0.025 1.422 -3.501 0.2803
H 1.562 1.402 -4.444 0.3693
H -2.468 0.810 -2.280 0.2901
H -1.381 -0.386 -3.237 0.2752
H -2.831 -0.969 -2.352 0.3697
H 0.671 -1.948 -0.894 0.2695
H 5.930 2.466 -2.075 0.3233
H 6.843 3.257 0.789 0.4302
H 7.018 4.099 -0.791 0.3178
F 1.072 -5.735 -0.228 -0.1853
C 0.885 -7.062 -0.362 0.1128
F 1.208 -7.620 0.831 -0.2819
C 1.744 -7.670 -1.473 0.8313
F 3.060 -7.584 -1.170 -0.2753
F 1.455 -9.002 -1.525 -0.3309
C 1.520 -7.111 -2.892 -0.6672
O 2.418 -6.099 -3.352 -0.4173
C 2.160 -4.777 -2.976 0.8045
F 0.917 -4.685 -2.469 -0.2396
F 2.154 -4.055 -4.117 -0.3258
C 3.229 -4.211 -2.036 0.1571
F 3.380 -4.965 -0.931 -0.2118
F 2.879 -2.965 -1.623 -0.1870
H -0.177 -7.247 -0.543 0.2773
H 1.701 -7.947 -3.571 0.4076
H 0.479 -6.834 -3.066 0.3143
H 4.196 -4.150 -2.540 0.2146
F -6.314 0.467 2.865 -0.1812
C -7.084 1.069 3.793 0.0975
F -8.310 0.494 3.710 -0.2879
C -7.200 2.579 3.574 0.8547
F -7.853 2.854 2.422 -0.2714
F -7.980 3.074 4.577 -0.3292
C -5.880 3.375 3.603 -0.6943
O -5.267 3.682 2.348 -0.4062
C -4.466 2.704 1.756 0.8454
F -4.195 1.741 2.655 -0.2632
F -3.277 3.307 1.480 -0.4213
C -5.054 2.161 0.454 0.1999
F -6.294 1.665 0.624 -0.2031
F -4.282 1.157 -0.010 -0.1931
H -6.676 0.846 4.782 0.2794
H -6.134 4.354 4.015 0.4237
H -5.162 2.955 4.310 0.3138
H -5.105 2.946 -0.305 0.2331
```

Summary:
Net charge: 0
E_tot, eV: -167721.371
Kohn-Sham gap, eV: 6.592
2S+1: 1
LUMO level, eV: -1.3

***

Entry 2:
This record from the OMol25 dataset describes a structure of composition C27H26BrN5O4RhS. The level of theory is wB97M-V/def2-TZVPD.

```
65
Properties=species:S:1:pos:R:3:mulliken_spin:R:1
Rh 2.143 1.432 0.171 2.1679
Br -8.275 -5.622 -4.029 0.0139
C -6.886 -4.853 -3.019 0.0917
C -5.897 -4.123 -3.676 -0.0387
C -4.877 -3.550 -2.947 0.0635
C -4.860 -3.724 -1.563 0.0132
C -5.851 -4.449 -0.905 0.0714
C -6.872 -5.019 -1.639 -0.0440
N -3.886 -3.147 -0.723 0.2438
N -2.890 -2.644 -1.342 -0.1307
C -2.115 -1.763 -0.679 0.1941
C -2.529 -1.121 0.516 -0.0714
C -1.732 -0.220 1.156 0.1799
C -0.436 0.122 0.649 0.0891
O 0.351 0.878 1.264 0.2770
C -0.032 -0.485 -0.608 0.0218
N 1.171 -0.104 -1.095 0.1007
C 1.622 -0.658 -2.206 -0.0125
C 0.881 -1.603 -2.921 -0.0154
C -0.357 -1.983 -2.449 0.0585
C -0.839 -1.426 -1.260 0.0581
H -5.934 -4.000 -4.748 -0.0012
H -4.109 -2.974 -3.438 -0.0001
H -5.814 -4.557 0.169 -0.0007
H -7.651 -5.583 -1.148 -0.0011
H -3.498 -1.382 0.915 -0.0109
H -2.038 0.247 2.082 -0.0020
H 2.601 -0.329 -2.531 0.0129
H 1.290 -2.010 -3.833 -0.0001
H -0.956 -2.707 -2.982 0.0049
C 1.875 3.815 1.642 0.0744
N 1.637 4.773 0.592 0.0048
C 2.513 5.937 0.555 0.0002
C 1.017 4.293 -0.537 -0.0163
O 0.924 3.063 -0.742 0.0154
N 0.481 5.172 -1.404 0.0038
C 0.043 4.716 -2.709 -0.0015
C -0.021 6.475 -0.992 0.0007
H 2.337 4.293 2.504 0.0090
H 2.646 3.059 1.350 -0.0363
H 0.958 3.316 1.949 -0.0153
H 3.505 5.630 0.888 -0.0012
H 2.158 6.753 1.186 0.0001
H 2.606 6.300 -0.464 0.0005
H 0.570 3.810 -2.991 0.0006
H 0.255 5.498 -3.438 0.0003
H -1.033 4.523 -2.706 -0.0001
H -0.122 6.518 0.088 0.0000
H -1.013 6.600 -1.428 0.0000
H 0.610 7.299 -1.329 0.0001
O 2.772 -4.557 5.232 0.0010
C 3.886 -3.826 5.021 -0.0045
O 4.870 -4.022 5.674 0.0113
C 3.835 -2.790 3.938 0.0649
C 5.045 -2.453 3.334 -0.0315
C 5.070 -1.493 2.344 0.0512
C 3.892 -0.845 1.960 -0.0386
S 4.019 0.353 0.700 0.5122
C 2.689 -1.169 2.582 0.0707
C 2.664 -2.143 3.563 -0.0350
H 2.122 -4.362 4.549 0.0004
H 5.948 -2.948 3.660 -0.0013
H 6.005 -1.236 1.866 -0.0053
H 1.786 -0.636 2.319 0.0325
H 1.727 -2.360 4.062 -0.0009
```

Summary:
Net charge: +1
E_tot, eV: -127940.133
Kohn-Sham gap (alpha / beta), eV: 6.486 / 5.646
2S+1: 5
LUMO level (alpha / beta), eV: -3.9 / -5.4

***

Entry 3:
This record from the OMol25 dataset describes a structure of composition C27H26ClNO3PSZn. The level of theory is wB97M-V/def2-TZVPD.

```
61
Properties=species:S:1:pos:R:3:mulliken_charge:R:1
Zn 0.391 0.820 -0.372 1.4287
Cl -1.510 1.370 2.184 -0.1521
C -2.957 0.887 1.331 0.7740
C -4.150 1.489 1.685 -0.7207
C -5.314 1.112 1.033 -0.5343
C -5.277 0.142 0.043 -0.8228
C -4.073 -0.453 -0.301 -0.4554
C -2.888 -0.091 0.339 -0.3356
P -1.295 -0.817 -0.142 1.2115
C -1.612 -1.706 -1.679 -0.0413
C -1.991 -3.048 -1.661 -0.0271
C -2.261 -3.703 -2.851 -0.7365
C -2.156 -3.023 -4.059 -0.5288
C -1.775 -1.689 -4.079 -0.7613
C -1.497 -1.032 -2.890 -0.2818
C -0.853 -2.065 1.085 0.0802
C -1.714 -2.483 2.091 -0.2893
C -1.307 -3.475 2.975 -0.6931
C -0.052 -4.049 2.848 -0.5909
C 0.810 -3.632 1.839 -0.5504
C 0.414 -2.639 0.961 -0.8097
H -4.164 2.242 2.460 0.5047
H -6.251 1.580 1.303 0.4017
H -6.185 -0.154 -0.463 0.4326
H -4.050 -1.206 -1.078 0.4257
H -2.067 -3.581 -0.720 0.4456
H -2.552 -4.745 -2.838 0.4361
H -2.363 -3.538 -4.988 0.3996
H -1.683 -1.163 -5.019 0.4298
H -1.188 0.005 -2.913 0.3637
H -2.697 -2.039 2.190 0.4225
H -1.976 -3.801 3.761 0.4381
H 0.260 -4.824 3.536 0.4061
H 1.790 -4.080 1.739 0.5077
H 1.083 -2.316 0.172 0.6259
C 3.251 -0.662 2.069 -1.6945
C 2.928 0.521 1.179 1.7656
C 3.795 1.725 1.487 -1.6572
O 1.523 0.883 1.360 -0.1489
C 3.113 0.143 -0.314 0.2486
O 4.217 -0.221 -0.653 -0.6730
O 2.081 0.279 -1.093 -0.8435
H 3.181 -0.384 3.123 0.4920
H 4.265 -0.999 1.864 0.4206
H 2.561 -1.487 1.877 0.1690
H 3.684 2.029 2.531 0.4852
H 3.525 2.565 0.845 0.2175
H 4.838 1.473 1.307 0.4110
H 1.357 1.176 2.260 0.1375
S -0.389 2.778 -1.322 -0.4928
C 1.172 3.522 -1.250 0.4862
N 2.195 2.967 -1.939 0.0885
C 3.444 3.475 -1.998 -0.3094
C 3.732 4.636 -1.341 -0.5501
C 2.715 5.246 -0.595 -0.2871
C 1.457 4.691 -0.535 -0.5554
H 1.994 2.090 -2.409 0.1512
H 4.162 2.913 -2.576 0.4222
H 4.726 5.053 -1.393 0.4423
H 2.924 6.157 -0.050 0.4115
H 0.662 5.138 0.043 0.4601
```

Summary:
Net charge: +1
E_tot, eV: -117115.993
Kohn-Sham gap, eV: 8.425
2S+1: 1
Energy above the lowest of the compared OMol25 structures with the same formula, charge and spin, kcal per mole: 4.96
LUMO level, eV: -3.1